#1
Molecular formula: C9H19N2P
Method: DFT, ωB97M-V/def2-TZVPD

* HOMO (alpha / beta): -7.212 / -7.372 eV
* orbital gap (alpha / beta): 7.2 / 7.6 eV

Each line ends with the Mulliken charge.
Element x y z (Å)
C  -2.203  0.228  -1.097  0.60
C  -3.201  -0.660  -1.430  -1.36
C  -2.829  1.575  -0.526  -0.90
C  -0.804  0.136  -1.249  -0.50
C  3.408  -2.100  0.370  -1.07
C  0.674  1.228  2.720  -0.91
C  0.019  -1.055  -1.413  -0.64
C  2.018  -2.249  -0.308  -0.89
C  1.376  -0.925  -0.746  -0.04
N  -1.892  2.457  0.139  -0.14
N  -1.126  1.921  1.092  -0.20
P  0.413  2.391  1.312  -0.06
H  -2.847  -1.415  -2.031  0.37
H  -4.188  -0.667  -1.187  0.43
H  -3.459  2.062  -1.300  0.42
H  -3.551  1.441  0.248  0.38
H  -0.200  0.963  -1.474  0.61
H  3.326  -1.449  1.361  0.16
H  4.122  -1.487  -0.368  0.22
H  4.025  -2.967  0.542  0.41
H  0.406  0.247  2.352  0.25
H  0.095  1.664  3.518  0.39
H  1.774  1.023  2.937  0.32
H  -0.531  -1.924  -0.877  0.33
H  0.092  -1.245  -2.418  0.33
H  1.385  -2.705  0.337  0.51
H  2.063  -2.934  -1.044  0.54
H  1.317  -0.149  0.141  -0.25
H  1.908  -0.426  -1.477  0.41
H  -1.942  3.405  -0.226  0.27
H  0.353  3.612  2.103  0.02



#2
Molecular formula: C9H19N2P
Method: DFT, ωB97M-V/def2-TZVPD

* HOMO: -7.756 eV
* orbital gap: 8.7 eV

Each line ends with the Mulliken charge.
Element x y z (Å)
C  0.081  -2.095  -0.073  0.65
C  1.159  -2.813  -0.368  -1.20
C  -0.824  -2.418  0.969  -0.68
C  -0.406  -1.021  -1.045  -0.30
C  3.038  2.207  0.582  -1.35
C  -2.384  2.027  -0.619  -0.83
C  0.440  0.225  -1.259  -0.11
C  1.590  1.887  0.046  -0.35
C  1.454  0.345  -0.145  -0.29
N  -2.147  -1.786  0.654  -0.56
N  -1.841  -0.556  0.138  0.21
P  -3.126  0.283  -0.556  -0.11
H  1.747  -2.645  -1.239  0.33
H  1.465  -3.599  0.341  0.28
H  -0.774  -3.488  1.363  0.34
H  -0.436  -1.921  1.829  0.24
H  -0.617  -1.529  -2.011  0.26
H  3.249  1.492  1.361  0.37
H  3.188  3.280  0.919  0.34
H  3.784  1.963  -0.175  0.36
H  -3.124  2.749  -0.145  0.37
H  -2.375  2.181  -1.673  0.26
H  -1.478  2.235  -0.100  0.23
H  0.944  0.284  -2.252  0.40
H  -0.380  1.079  -1.311  -0.18
H  1.546  2.467  -0.943  0.25
H  0.736  2.221  0.682  0.21
H  2.439  0.040  -0.510  0.29
H  1.034  -0.153  0.734  0.25
H  -2.719  -2.319  -0.071  0.31
H  -3.661  0.665  0.665  0.03



Which one is the most stable? From the structures above, #2.